Entry 1:
Molecular formula: C22H20BrIrN
Method: DFT, wB97M-V/def2-TZVPD

net charge	-1
HOMO (alpha / beta)	-0.1124 / -0.1170	Ha
2S+1	5

Each line ends with the Mulliken charge.
CARTESIAN COORDINATES (ANGSTROEM)
1 C 1.020 -0.622 -2.751  -0.5220
2 C 1.601 0.157 -1.709  -0.8933
3 C 1.835 -0.701 -0.596  0.0932
4 H 1.965 1.187 -1.796  0.4053
5 C 1.284 -1.973 -0.863  -1.3461
6 C 0.806 -1.975 -2.219  -0.3812
7 H 0.565 -2.909 -2.747  0.4606
8 H 0.945 -0.274 -3.781  0.6258
9 H 2.418 -0.452 0.281  0.4960
10 H 1.358 -2.837 -0.207  0.6311
11 Ir -0.542 -0.564 -1.209  1.1536
12 Br -2.582 0.030 -0.133  -0.5756
13 C -2.963 -1.046 -2.315  -0.3711
14 C -2.222 -2.213 -2.685  -0.4195
15 C -1.363 -1.851 -3.723  -0.6864
16 H -2.518 -3.222 -2.417  0.3654
17 C -1.426 -0.437 -3.907  -0.5309
18 C -2.315 0.092 -2.984  -0.7177
19 H -2.687 1.108 -2.959  0.3702
20 H -4.018 -1.095 -1.952  0.5043
21 H -0.871 -2.543 -4.410  0.5824
22 H -0.996 0.097 -4.760  0.5286
23 C -0.202 -1.810 4.484  -0.5534
24 C -0.220 -2.478 3.253  -0.6421
25 C -0.214 -1.782 2.039  -0.3977
26 C -0.095 -0.372 2.036  0.2709
27 C -0.208 0.287 3.281  -0.5781
28 C -0.216 -0.415 4.483  -0.5243
29 N 0.074 0.337 0.849  0.4336
30 C 0.608 1.621 0.899  0.1449
31 C 0.156 2.622 0.029  -0.2470
32 C 0.607 3.947 0.121  -0.6708
33 C 1.583 4.282 1.055  -0.4324
34 C 2.090 3.324 1.928  -0.7868
35 C 1.637 2.004 1.821  -0.1458
36 H -0.208 -2.335 5.433  0.3475
37 H -0.256 -3.573 3.266  0.3353
38 H -0.306 -2.353 1.108  0.2818
39 H -0.273 1.379 3.289  0.4908
40 H -0.267 0.166 5.412  0.3331
41 H -0.645 2.383 -0.711  0.0691
42 H 0.218 4.707 -0.544  0.4001
43 H 1.969 5.318 1.132  0.2742
44 H 2.837 3.547 2.673  0.3751
45 H 2.038 1.238 2.508  0.4493

***

Entry 2:
Molecular formula: C22H20Cl2F6N5O2PbSSb
Method: DFT, wB97M-V/def2-TZVPD

net charge	+1
HOMO (alpha / beta)	-0.4143 / -0.4152	Ha
2S+1	2

Each line ends with the Mulliken charge.
CARTESIAN COORDINATES (ANGSTROEM)
1 Pb 0.206 -0.656 0.069  1.1194
2 C -3.409 2.415 0.668  -1.8948
3 C -2.455 1.400 0.119  0.7218
4 N -2.035 0.371 0.745  0.0639
5 N -2.447 0.032 1.983  -0.2994
6 C -2.117 -1.179 2.504  0.5648
7 N -2.533 -1.424 3.746  -0.3886
8 S -1.283 -2.362 1.646  -0.4540
9 C -2.009 1.504 -1.293  0.5103
10 C -2.580 2.403 -2.181  -0.5504
11 C -2.179 2.385 -3.511  -0.5151
12 C -1.207 1.486 -3.911  -0.7309
13 C -0.675 0.625 -2.959  -0.1900
14 N -1.075 0.631 -1.695  -0.0428
15 H -3.443 2.409 1.756  0.5030
16 H -4.416 2.227 0.293  0.3633
17 H -3.105 3.414 0.361  0.4377
18 H -3.035 0.660 2.512  0.1434
19 H -3.152 -0.823 4.264  0.1894
20 H -2.266 -2.305 4.152  0.2292
21 H -3.336 3.105 -1.859  0.3574
22 H -2.627 3.070 -4.218  0.4551
23 H -0.863 1.443 -4.934  0.4542
24 H 0.094 -0.092 -3.225  0.4742
25 Cl 4.076 5.159 2.869  -0.1374
26 C 2.903 5.430 1.632  0.5359
27 C 2.136 6.575 1.721  -0.6071
28 C 1.240 6.901 0.716  -0.4580
29 C 1.134 6.102 -0.411  -0.6981
30 C 1.901 4.961 -0.511  0.8575
31 Cl 1.800 3.988 -1.927  -0.1606
32 C 2.775 4.560 0.520  -0.6006
33 N 3.518 3.413 0.335  0.2918
34 C 4.083 2.559 1.241  0.0964
35 C 5.367 2.093 0.883  -0.4591
36 C 6.065 1.246 1.697  -0.7844
37 C 5.476 0.792 2.874  -0.6578
38 C 4.193 1.195 3.218  -0.9080
39 C 3.456 2.068 2.439  1.0492
40 C 2.007 2.243 2.822  -0.8981
41 C 1.136 1.338 1.916  0.9022
42 O 0.804 0.219 2.368  -0.7312
43 O 0.805 1.748 0.775  -0.3895
44 H 2.257 7.220 2.580  0.4517
45 H 0.643 7.797 0.801  0.4149
46 H 0.472 6.375 -1.220  0.4617
47 H 3.659 3.131 -0.638  0.2633
48 H 5.807 2.450 -0.038  0.4728
49 H 7.054 0.917 1.413  0.4548
50 H 6.013 0.101 3.511  0.4369
51 H 3.733 0.792 4.110  0.3914
52 H 1.639 3.261 2.756  0.2216
53 H 1.885 1.871 3.835  0.5751
54 F 2.800 1.244 -1.920  -0.5844
55 Sb 3.603 -0.519 -1.826  2.4836
56 F 3.733 -0.531 -3.693  -0.5434
57 F 1.830 -1.269 -2.085  -0.6093
58 F 4.220 -2.256 -1.491  -0.5300
59 F 3.238 -0.346 0.060  -0.5773
60 F 5.321 0.235 -1.661  -0.5475

***

Short version: ΔE to the lowest compared entry with this formula, charge and spin = 0.00; 36.48 kJ/mol, in the order given.